Record 1
Here is a structure of composition C11H46Cl2N2NbO14P2 from OMol25. Energies are from ωB97M-V/def2-TZVPD.

Charge ... -1
Energy ... -3269.58618 hartree
2S+1 ... 1
Orbital gap ... 5.86 eV

Positions of all 78 atoms, in Å:
Nb -1.427746 -0.077234 -1.607572
Cl -1.573460 -3.478552 -1.489796
Cl 1.269140 -2.602264 -4.199700
P -1.828805 2.388908 -1.108300
P -4.000712 -0.616172 -1.676062
O -3.240003 0.062556 1.467944
O -2.402944 6.157606 -4.029494
O 1.110746 -0.703540 -6.839348
O 0.799277 4.955570 1.581929
O -7.381969 0.097045 0.734123
O 3.009966 -5.172592 4.427808
O 5.738330 -2.150001 7.143137
O -0.141400 -2.253437 1.479553
O 3.269867 -0.824634 3.178465
O 4.832855 -3.117916 4.592168
O -4.408082 -1.810388 -0.606870
O -4.970287 0.659493 -1.241286
O 4.279954 -1.972864 -0.917874
O 3.638339 -0.083444 6.606177
N -4.432894 -1.131228 -3.099505
N -1.399678 -0.706488 0.444861
C 1.313604 -3.551711 -1.697038
C 0.766375 -2.353587 -2.435930
C 0.932717 3.025740 -0.732731
C -2.069965 0.142992 1.337312
C -3.087911 3.121521 -2.292153
C 1.170137 -0.452323 0.923922
C -1.353188 1.150848 2.208018
C -0.778268 -2.141655 -2.402821
C -0.284993 3.346391 -1.589317
C -0.142636 -1.195844 0.965728
C -1.404156 0.531947 -3.808967
H -0.548989 4.398360 -1.515715
H -2.676650 6.828709 -3.394746
H -1.355883 0.755985 3.219467
H 1.046255 -4.488082 -2.160525
H -5.170549 -1.525627 -0.081290
H 0.881960 4.568263 2.460381
H 5.499410 -1.510990 7.822308
H -2.727823 4.042210 -2.747008
H -0.022933 3.170301 -2.631273
H -1.001202 1.539719 -3.866528
H 2.972327 -0.563902 7.111191
H -3.647806 -1.118035 -3.743001
H 1.119130 0.587836 1.223220
H 1.328390 -1.493182 -2.114383
H 0.347178 0.346614 -1.612197
H -8.314499 0.332871 0.691310
H -1.948525 2.048854 2.241189
H 1.426305 5.687001 1.584681
H -3.388741 2.362550 -3.002067
H 1.075576 -3.542883 -0.643143
H 5.503040 -1.708211 6.316856
H -1.132680 -2.214940 -3.417654
H -2.413430 0.613450 -4.206028
H -6.953008 0.874723 1.111765
H 5.755994 -3.221927 4.849187
H 2.829637 -0.908877 4.030875
H -3.951634 3.358397 -1.681303
H 1.504614 2.194172 -1.110199
H 0.694246 2.916445 0.313611
H 2.398431 -3.501524 -1.750013
H 3.134995 0.568992 6.105820
H 4.402796 -2.386627 -0.056550
H 1.219434 -1.140954 -5.981274
H 1.605595 3.879939 -0.796922
H 4.876248 -1.216343 -0.908706
H 2.251688 -5.358913 3.862316
H -5.630943 0.359185 -0.599148
H 3.737549 -1.663243 3.084239
H 1.705301 0.052143 -6.794333
H -2.641802 6.528173 -4.885965
H 4.354092 -3.725914 5.168484
H -0.812492 -0.149973 -4.411351
H 1.853206 -0.954023 1.600281
H -0.364536 1.431403 1.874792
H 3.696550 -5.768333 4.108498
H 1.629615 -0.470728 -0.055940

Forces on atoms 1 to 6 (eV/Å):
-1.18 -1.44 -0.10
-0.29 0.30 -0.13
0.18 0.06 0.10
0.85 0.24 -0.84
-0.55 -0.03 -0.53
-3.14 0.04 0.17

Record 2
Here is an isolated molecule of C6H9N from OMol25. Energies are from ωB97M-V/def2-TZVPD.

SMILES string ... C1=NCC2(C1)CC2
Charge ... 0
Energy ... -288.72989 hartree
Energy relative to the best compared isomer or geometry (same formula, charge and spin) ... 136.9 kJ/mol
2S+1 ... 1
Orbital gap ... 10.82 eV

Positions of all 16 atoms, in Å:
N -0.502695 1.517311 -1.360150
C 0.989650 -0.235747 -0.849142
C -1.235118 0.531378 -0.547397
C 0.691789 1.099335 -1.488779
C 0.114473 -0.030170 1.605120
C -0.148575 -0.278129 0.149174
C -0.323371 -1.390832 1.128136
H 1.429247 1.687929 -2.033554
H -1.320318 -1.736373 1.383220
H -1.852996 -0.078639 -1.222738
H 1.989774 -0.340906 -0.420619
H 0.428969 -2.175415 1.107482
H 1.138469 0.104456 1.942773
H -1.908182 1.051684 0.142058
H -0.621333 0.567900 2.138395
H 0.869953 -1.019550 -1.611218

Forces on atoms 1 to 6 (eV/Å):
0.36 -0.14 0.02
0.03 0.02 0.01
-0.23 -0.10 0.08
-0.11 0.21 -0.04
0.08 0.13 0.16
-0.02 0.10 -0.03

Record 3
Here is a structure of composition C19H23Br4F6MgNO9S2Si from OMol25. Energies are from ωB97M-V/def2-TZVPD.

Charge ... -2
Energy ... -13651.09100 hartree
Energy relative to the best compared isomer or geometry (same formula, charge and spin) ... 1.2 kJ/mol
2S+1 ... 1
Orbital gap ... 5.85 eV

Positions of all 66 atoms, in Å:
Br 4.125641 0.122391 -4.131092
Br 3.616933 2.660724 -6.255972
Br 0.919350 4.561252 -5.875029
Br -1.244004 3.827976 -3.421675
S 2.433364 0.789564 3.653614
S 2.506102 1.103744 0.907483
Si -1.910133 -3.956804 -3.493836
Mg 0.348002 -0.141650 -0.819263
F 4.769621 1.648087 4.551646
F 4.906043 0.076512 1.432230
F 3.265633 1.286280 6.067684
F 3.151415 3.059793 4.830381
F 3.693775 -1.144560 0.128810
F 4.620559 0.665602 -0.621861
O -1.661187 0.137305 0.212837
O -0.298642 1.437340 -1.842963
O 2.455944 2.193091 -0.007389
O 2.977574 -0.540675 3.712066
O 1.430016 0.108111 0.899043
O 1.089240 0.991368 4.120540
O -0.071028 2.645262 0.968848
O 1.914958 -0.013718 -2.076927
O -0.511684 -1.817651 1.987919
N 2.805980 1.615004 2.360086
C 3.467859 1.763632 4.826319
C 0.224265 -1.920398 3.185074
C -1.326815 2.240213 1.455141
C 0.343287 2.806258 -3.671383
C -3.578674 -4.457046 -2.771693
C -0.913469 -5.534974 -3.735312
C 4.026471 0.104726 0.419923
C -0.123137 3.670327 0.000646
C -2.227987 -3.209987 -5.186590
C 2.600565 1.242708 -3.974336
C 0.529805 1.751995 -2.787102
C -2.138312 1.457984 0.432540
C -0.521604 -1.959304 -1.703525
C -1.803382 -1.308903 2.176444
C 2.371839 2.311616 -4.863481
C -2.358774 -0.942098 0.819603
C 1.250097 3.095283 -4.711494
C 1.733300 0.942185 -2.924756
C -1.063112 -2.801152 -2.417050
H 1.244467 -2.187063 2.920465
H -2.741174 -3.913614 -5.849223
H -1.286702 -2.914193 -5.653954
H -0.621875 4.560748 0.410582
H -1.113331 1.641799 2.340635
H 0.905310 3.911371 -0.259414
H 0.058669 -5.307216 -4.177028
H -2.240667 -1.787164 0.140461
H -2.839198 -2.309787 -5.093481
H -1.774702 -0.437827 2.844155
H -0.199396 -2.694711 3.841713
H -3.449628 -4.907866 -1.784959
H -2.055792 1.945200 -0.540599
H -3.195882 1.428121 0.720408
H -3.423366 -0.691736 0.899776
H -1.924488 3.114124 1.767166
H -1.439361 -6.233700 -4.393692
H 0.247860 -0.966001 3.719381
H -2.461727 -2.061936 2.643579
H -4.215563 -3.577236 -2.653393
H -0.733607 -6.029009 -2.778070
H -4.097067 -5.174558 -3.414942
H -0.628366 3.350938 -0.915516

Forces on atoms 1 to 6 (eV/Å):
-0.02 0.02 -0.01
-0.02 0.00 0.02
0.00 -0.03 0.02
-0.07 0.02 -0.22
0.28 0.25 -0.28
-0.13 0.04 0.15

Record 4
Here is a cluster of 9 separate species, C22H46NO25S in total from OMol25. Energies are from ωB97M-V/def2-TZVPD.

Charge ... -3
Energy ... -3199.34820 hartree
Energy relative to the best compared isomer or geometry (same formula, charge and spin) ... 115.4 kJ/mol
2S+1 ... 1
Orbital gap ... 0.90 eV

Positions of all 95 atoms, in Å:
S 5.119605 -6.087004 2.594211
O 2.583380 1.104640 5.717324
O 3.063328 -1.097250 5.657992
O 4.696629 0.543571 5.859700
O -4.729002 2.374964 -7.186988
O -5.559555 -2.594036 5.238221
O 1.761704 0.455950 -5.510110
O 1.065551 -0.673396 -7.266269
O -4.230872 0.426118 -6.433751
O -0.119102 -2.023747 0.796486
O 4.358218 -6.899979 3.536973
O 1.488109 -1.733030 -5.282503
O 7.387799 -0.993216 0.500319
O 5.346341 -6.771882 1.348306
O -1.876928 6.756356 1.532762
O -0.208641 5.589559 0.418540
O -3.248887 -2.805287 5.295812
O -7.170669 -5.695851 -2.348473
O -4.307345 -0.927406 6.132633
O 4.151728 -5.025917 2.265793
O 0.305047 6.823393 2.078926
O 5.711313 0.419733 0.934099
O 5.319017 -1.390156 -0.450260
O -3.602614 2.125035 -5.112002
O -6.050240 -5.418516 -4.149072
O 6.357171 -5.576541 3.153846
N -6.172913 -5.310250 -2.909931
C -0.848661 5.071576 -0.729808
C 0.307491 8.004259 2.904428
C -5.150961 -4.568897 -2.122177
C 0.922500 -1.861798 -8.130079
C 1.388769 -0.740184 -5.978865
C 5.756104 -0.436970 5.822253
C 4.436694 0.822094 0.803723
C 6.053685 -0.716032 0.277738
C 3.462272 0.067164 5.800116
C 2.910774 2.516372 5.794766
C -1.559541 -0.741235 -0.688048
C -5.718723 -3.820232 4.435321
C -1.058594 0.207096 1.609974
C -3.292042 -0.290287 6.866104
C 8.001839 -2.124635 -0.010569
C -3.836581 -0.596090 -5.565104
C -4.259320 -2.126333 5.515233
C -1.164025 -1.058483 0.733023
C -4.815610 3.773119 -7.262652
C -0.705090 6.463260 1.285027
C -4.044692 1.685010 -6.213730
C 1.212331 1.713559 -5.843378
H -5.104587 -5.100777 -1.171885
H -0.790657 -0.058042 -1.048828
H 7.988187 -2.378239 -1.070567
H -3.783402 0.438391 7.510845
H -0.870690 0.023562 2.667851
H -1.053255 5.859626 -1.454537
H -2.077172 0.593533 1.574361
H -4.197831 -4.718621 -2.629350
H -2.068064 -1.560926 1.077057
H 9.043842 -2.190734 0.302428
H -0.408860 1.004094 1.248370
H -3.775116 -1.575561 -6.039367
H 0.259264 1.731450 -5.314747
H 5.809317 -0.976547 6.767836
H 1.712586 -2.612519 -8.146678
H 1.033989 1.743297 -6.918278
H 3.619690 2.911192 5.066987
H -5.344835 -3.522224 -1.887661
H -4.448680 -0.616009 -4.663411
H 3.712379 0.007572 0.807789
H 1.815031 2.562911 -5.521727
H -1.769772 4.587251 -0.405634
H 0.104064 -2.519236 -7.836769
H -5.181974 -3.641199 3.503687
H -2.530865 -0.280205 -0.867146
H -1.631262 -1.562280 -1.401382
H 3.419574 2.706910 6.739709
H -5.173035 -4.677545 4.829479
H -2.793682 -0.428692 -5.295944
H 4.305818 1.269929 -0.181375
H -0.076725 8.914836 2.444696
H -6.781709 -4.045269 4.348640
H 2.035404 3.152789 5.665188
H -0.224253 4.248580 -1.077489
H 1.247929 8.066991 3.451895
H -0.437611 7.897045 3.692736
H 0.752676 -1.583706 -9.170236
H -5.562549 4.225604 -6.610399
H 4.178747 1.536616 1.585393
H 5.590924 -1.095661 4.969649
H 6.705641 0.060226 5.624046
H -2.775434 -0.929162 7.582386
H -2.579368 0.244675 6.238392
H -4.944727 4.164913 -8.271565
H 7.474415 -2.914649 0.524047
H -3.860154 4.197618 -6.954369

Forces on atoms 1 to 6 (eV/Å):
-3.18 1.51 -0.30
-0.75 0.79 -0.04
1.65 3.63 1.14
0.98 -0.08 0.46
0.38 -1.31 -0.25
1.01 0.77 0.46

Record 5
Here is a cluster of 3 separate species, C19H39BFN3O3P in total from OMol25. Energies are from ωB97M-V/def2-TZVPD.

Charge ... +1
Energy ... -1603.02660 hartree
2S+1 ... 1
Orbital gap ... 5.30 eV

Positions of all 67 atoms, in Å:
P 3.101859 -0.312138 -1.470421
F 5.766470 1.230865 -2.238086
O 6.774684 0.800154 -0.177663
O 2.744976 -2.784088 -0.005242
O 2.857062 -2.991985 -2.565421
N 0.010462 -6.168043 2.386608
N -3.298733 5.670943 -1.088238
N 0.837651 0.601995 0.130608
C 0.464289 0.677323 -2.429591
C -1.529450 1.410164 -0.915491
C -1.414930 7.139307 -0.177672
C -1.860969 4.893619 -2.987387
C 0.033248 -7.335959 4.605408
C 1.247374 -6.797033 0.234309
C -0.029214 -6.327861 0.933028
C 2.311444 -5.147180 2.826149
C 5.720339 0.802007 -0.857511
C -2.179883 5.816824 -0.157787
C 4.347828 0.279690 -0.162494
C 0.223155 -7.426521 3.096369
C 0.788450 -5.024207 2.857234
C -1.021275 1.205847 -2.407733
C -4.512074 7.909265 -0.810314
C 1.341331 0.379835 -1.187775
C -4.517499 6.384734 -0.702016
C -2.978302 5.809724 -2.505649
C -0.499785 1.078645 0.200789
B 2.889124 -2.249238 -1.331000
H 3.587552 0.034047 -2.794542
H -0.900481 1.234216 1.278203
H 1.715491 -7.644111 0.740646
H -5.338735 6.005179 -1.321950
H 1.773026 -3.006628 0.063338
H -4.791913 6.106046 0.322290
H -1.466502 5.006572 -0.347010
H -2.716126 6.842706 -2.760421
H -0.906539 5.119055 -2.504701
H 1.989841 -2.729062 -2.986504
H 1.008077 -7.118782 -0.783496
H 1.978842 -5.992941 0.145800
H -2.105732 3.843043 -2.806485
H -2.529760 5.627842 0.863571
H -1.715335 5.024172 -4.063635
H 1.218198 -7.839366 2.894586
H -0.970320 -6.982944 4.857574
H -5.538139 8.282121 -0.746382
H -1.659811 1.402865 -3.330794
H -2.595961 1.770052 -0.686303
H -1.232869 7.506512 -1.190298
H -0.499866 -8.160971 2.727114
H 3.927454 1.065616 0.566870
H 0.495461 -4.129043 2.294610
H -0.440265 7.005030 0.300000
H -4.097413 8.261169 -1.757916
H -0.356348 -5.386532 0.473256
H 2.710527 -4.960252 1.829487
H 0.765459 -6.673236 5.073601
H -1.934023 7.913934 0.385171
H 0.484823 -4.800717 3.885243
H 0.163394 -8.325378 5.052589
H -0.825815 -7.043255 0.696381
H -3.958889 8.370365 0.007821
H 0.932647 0.469136 -3.465678
H 4.666277 -0.665711 0.433523
H 2.663625 -6.123750 3.165409
H 2.752320 -4.394952 3.486564
H -3.869803 5.561268 -3.090544

Forces on atoms 1 to 6 (eV/Å):
-0.67 1.36 0.82
-0.86 -1.15 3.24
-5.47 0.15 -3.82
-1.12 1.46 -2.99
-1.69 2.05 2.39
-0.18 0.34 -0.35

Record 6
Here is an isolated molecule of C2H5OP from OMol25. Energies are from ωB97M-V/def2-TZVPD.

Charge ... 0
Energy ... -495.63224 hartree
Energy relative to the best compared isomer or geometry (same formula, charge and spin) ... 389.3 kJ/mol
2S+1 ... 1
Orbital gap ... 9.12 eV

Positions of all 9 atoms, in Å:
P 0.237272 -0.854376 1.589868
O -1.110230 1.007166 -0.948227
C 0.413655 -0.685066 -0.255820
C 0.202429 0.691668 -0.958864
H -1.094773 -0.391276 1.541140
H 1.424928 -0.486685 -0.105859
H 0.202364 -1.484281 -0.955074
H -1.218455 1.937094 -1.466183
H 0.942809 0.265757 1.559020

Forces on atoms 1 to 6 (eV/Å):
-2.04 -2.17 -1.01
1.15 2.47 -1.71
-0.36 1.50 -0.55
-2.34 -0.23 0.52
-0.01 0.50 0.78
2.47 -1.04 -0.96